Record 1
An isolated molecule of C4H7N3O at a distorted geometry. Source: OMol25; level of theory: wB97M-V/def2-TZVPD.

Computed properties:
- DFT total energy: -10773.6885 eV
- E_LUMO: 0.02551 hartree
- Net charge: 0
- Energy relative to the best compared isomer or geometry (same formula, charge and spin): 6.059 eV
- SMILES string: [H]/N=C1/CN=CN1OC
- Orbital gap: 0.369 Eh

Last column: natural (NBO) charge in e.
Geometry (Å):
H (-2.18, 0.02, -0.46)  0.329
N (-2.13, 0.78, 0.41)  -0.602
C (-0.82, 0.87, 0.33)  0.368
C (0.09, 1.45, 1.35)  -0.357
N (1.48, 1.11, 0.97)  -0.434
C (1.41, 0.40, -0.17)  0.208
N (0.13, 0.55, -0.75)  -0.181
O (-0.08, -0.54, -1.56)  -0.398
C (0.00, -1.85, -0.94)  -0.278
H (-0.08, 1.21, 2.51)  0.252
H (-0.20, 2.56, 1.45)  0.253
H (2.18, -0.35, -0.78)  0.245
H (-0.83, -1.71, -0.40)  0.188
H (0.16, -2.62, -1.83)  0.234
H (0.88, -1.87, -0.13)  0.174

***

Record 2
An isolated molecule of C3H2N4O at a distorted geometry. Source: OMol25; level of theory: wB97M-V/def2-TZVPD.

Computed properties:
- DFT total energy: -11147.1027 eV
- E_LUMO: -0.01990 hartree
- Net charge: 0
- Energy relative to the best compared isomer or geometry (same formula, charge and spin): 2.169 eV
- SMILES string: [H]/N=c1\[nH]nc(C#N)o1
- Orbital gap: 0.351 Eh

Last column: natural (NBO) charge in e.
Geometry (Å):
H (2.75, 0.07, 0.46)  0.332
N (2.21, -1.01, 0.07)  -0.615
C (1.06, -0.52, -0.08)  0.607
N (0.72, 0.84, -0.28)  -0.480
N (-0.68, 1.13, -0.06)  -0.177
C (-1.11, -0.05, -0.23)  0.360
C (-2.49, -0.36, -0.19)  0.207
N (-3.64, -0.56, 0.16)  -0.199
O (-0.19, -1.11, -0.30)  -0.431
H (1.37, 1.57, 0.44)  0.396

***

Record 3
A 2-piece molecular cluster, C12H9N4O9 overall at a distorted geometry. Source: OMol25; level of theory: wB97M-V/def2-TZVPD.

Computed properties:
- DFT total energy: -36968.9065 eV
- E_LUMO: 0.00324 hartree
- Net charge: -1
- Energy relative to the best compared isomer or geometry (same formula, charge and spin): 2.399 eV
- Orbital gap: 0.141 Eh

Last column: natural (NBO) charge in e.
Geometry (Å):
C (0.62, 0.56, -2.06)  -0.629
C (0.67, -0.87, -1.73)  -0.424
C (-0.53, -1.63, -1.51)  0.501
O (-1.65, -1.12, -1.41)  -0.701
C (-0.35, -3.16, -1.43)  -0.526
C (0.76, -3.65, -2.33)  -0.050
O (1.99, -2.89, -2.17)  -0.536
C (1.95, -1.54, -2.01)  0.753
O (2.99, -0.90, -2.10)  -0.676
H (1.63, 0.97, -1.94)  0.226
H (0.33, 0.68, -3.12)  0.191
H (-0.11, 1.10, -1.44)  0.192
H (-0.15, -3.43, -0.39)  0.220
H (-1.29, -3.64, -1.74)  0.216
H (1.04, -4.68, -2.10)  0.179
H (0.44, -3.61, -3.38)  0.164
O (-3.01, 4.17, 1.83)  -0.350
N (-2.84, 2.99, 2.19)  0.507
O (-3.74, 2.32, 2.75)  -0.402
C (-1.59, 2.27, 1.97)  -0.005
C (-1.60, 0.90, 2.19)  -0.083
C (-0.47, 0.11, 1.85)  -0.008
N (-0.47, -1.31, 2.09)  0.505
O (-1.45, -1.84, 2.64)  -0.382
O (0.55, -1.96, 1.75)  -0.367
C (0.72, 0.68, 1.36)  -0.089
C (0.74, 2.06, 1.24)  0.028
N (1.81, 2.90, 0.89)  0.421
O (2.98, 2.70, 0.59)  -0.329
O (1.29, 4.21, 0.93)  -0.144
N (-0.05, 4.21, 1.30)  -0.094
C (-0.36, 2.90, 1.50)  0.101
H (-2.48, 0.43, 2.63)  0.292
H (1.61, 0.08, 1.15)  0.299

***

Record 4
A 2-piece molecular cluster, C4H14N3O overall at a distorted geometry. Source: OMol25; level of theory: wB97M-V/def2-TZVPD.

Computed properties:
- 2S+1: 2
- DFT total energy: -10889.5725 eV
- E_LUMO (alpha / beta): 0.02515 / 0.02440 hartree
- Net charge: 0
- Energy relative to the best compared isomer or geometry (same formula, charge and spin): 1.442 eV
- Orbital gap (alpha / beta): 0.165 / 0.315 Eh

Last column: natural (NBO) charge in e.
Geometry (Å):
C (1.55, -0.44, 0.20)  -0.203
C (2.10, -1.25, 1.41)  -0.635
C (-0.80, -0.37, 1.00)  0.372
N (0.13, -0.42, -0.01)  -0.655
N (-0.47, 0.27, 2.19)  -0.849
N (-2.07, -0.89, 0.78)  -0.875
H (1.88, 0.61, 0.52)  0.151
H (2.06, -0.61, -0.75)  0.198
H (2.03, -0.79, 2.40)  0.200
H (3.14, -1.56, 1.33)  0.214
H (-0.22, -0.32, -0.96)  0.417
H (0.09, -0.31, 2.83)  0.334
H (-1.24, 0.47, 2.85)  0.356
H (-2.47, -1.02, -0.14)  0.372
H (-2.85, -0.94, 1.42)  0.380
H (1.54, -2.18, 1.40)  0.205
C (-0.30, 2.15, -2.67)  -0.255
O (-0.20, 0.73, -2.39)  -0.754
H (0.06, 0.26, -3.18)  0.473
H (-1.38, 2.35, -2.60)  0.185
H (0.26, 2.61, -1.83)  0.191
H (0.23, 2.38, -3.62)  0.178

***

Record 5
A 2-piece molecular cluster, C22H27N2OS2 overall at a distorted geometry. Source: OMol25; level of theory: wB97M-V/def2-TZVPD.

Computed properties:
- DFT total energy: -49950.9939 eV
- E_LUMO: 0.06200 hartree
- Net charge: -1
- Energy relative to the best compared isomer or geometry (same formula, charge and spin): 0.000 eV
- Orbital gap: 0.186 Eh

Last column: natural (NBO) charge in e.
Geometry (Å):
C (-4.66, 3.23, -2.08)  -0.414
C (-4.57, 1.79, -2.62)  -0.416
C (-3.07, 1.45, -2.72)  -0.212
N (-2.41, 2.54, -2.03)  -0.461
C (-1.03, 2.61, -1.93)  -0.075
S (-0.15, 1.26, -2.40)  -0.387
S (-0.37, 4.04, -1.35)  -0.399
C (-3.21, 3.75, -1.97)  -0.211
H (-5.27, 3.88, -2.72)  0.196
H (-5.09, 3.23, -1.07)  0.200
H (-5.04, 1.09, -1.93)  0.202
H (-5.05, 1.69, -3.60)  0.195
H (-2.83, 0.48, -2.25)  0.219
H (-2.75, 1.37, -3.77)  0.185
H (-2.99, 4.44, -2.80)  0.179
H (-3.04, 4.30, -1.04)  0.224
C (5.38, -3.88, -1.74)  -0.392
N (4.65, -3.75, -0.49)  -0.505
C (4.59, -4.96, 0.32)  -0.391
C (3.91, -2.61, -0.18)  0.151
C (2.57, -2.46, -0.62)  -0.176
C (1.84, -1.35, -0.26)  -0.200
C (2.39, -0.32, 0.54)  -0.089
C (1.59, 0.79, 0.96)  -0.049
C (0.27, 0.69, 1.44)  -0.086
C (-0.47, 1.89, 1.72)  -0.126
C (-1.69, 1.90, 2.32)  -0.125
C (-2.35, 3.20, 2.67)  -0.648
C (-2.38, 0.62, 2.61)  0.557
O (-3.53, 0.59, 3.08)  -0.628
C (-1.63, -0.61, 2.30)  -0.106
C (-2.24, -1.95, 2.57)  -0.646
C (-0.38, -0.55, 1.75)  -0.155
C (3.77, -0.41, 0.87)  -0.172
C (4.49, -1.55, 0.57)  -0.237
H (5.33, -2.93, -2.30)  0.216
H (6.44, -4.12, -1.54)  0.174
H (4.96, -4.68, -2.36)  0.171
H (3.99, -4.77, 1.22)  0.212
H (4.16, -5.79, -0.25)  0.170
H (5.61, -5.25, 0.62)  0.175
H (2.13, -3.25, -1.24)  0.208
H (0.82, -1.23, -0.64)  0.246
H (2.03, 1.78, 0.96)  0.223
H (-0.02, 2.84, 1.41)  0.236
H (-3.34, 3.03, 3.10)  0.233
H (-1.73, 3.76, 3.38)  0.209
H (-2.43, 3.83, 1.77)  0.235
H (-3.23, -1.86, 3.02)  0.239
H (-2.31, -2.52, 1.63)  0.215
H (-1.58, -2.53, 3.23)  0.209
H (0.14, -1.49, 1.56)  0.208
H (4.24, 0.42, 1.39)  0.208
H (5.53, -1.66, 0.89)  0.212

***

Record 6
C34H39N10O4PSn as an isolated structure at a distorted geometry. Source: OMol25; level of theory: wB97M-V/def2-TZVPD.

Computed properties:
- DFT total energy: -74104.1399 eV
- E_LUMO: 0.00119 hartree
- Net charge: 0
- Energy relative to the best compared isomer or geometry (same formula, charge and spin): 0.346 eV
- Orbital gap: 0.268 Eh

Last column: Mulliken charge in e.
Geometry (Å):
Sn (0.25, -1.10, 0.54)  1.124
O (-4.12, 4.11, 1.66)  -0.661
C (-4.85, 3.12, 1.50)  -0.072
O (-6.06, 2.97, 1.45)  -0.697
C (-3.87, 1.94, 1.26)  0.890
C (-3.42, 1.69, -0.04)  -0.743
C (-2.35, 0.85, -0.24)  -0.926
N (-1.68, 0.28, 0.76)  0.134
C (-2.07, 0.54, 2.02)  0.364
C (-3.16, 1.34, 2.30)  -0.512
C (-1.22, -0.08, 3.11)  -0.055
O (-1.43, 0.19, 4.28)  -0.742
O (-0.27, -0.87, 2.73)  -0.208
H (-3.91, 2.16, -0.88)  0.476
H (-2.00, 0.59, -1.24)  0.819
H (-3.43, 1.49, 3.33)  0.554
N (3.11, 1.70, 0.55)  -0.038
P (1.54, 1.58, 1.27)  1.313
C (1.91, 2.67, 2.68)  -0.104
C (1.54, 2.31, 3.96)  -0.028
C (1.82, 3.16, 5.02)  -0.732
C (2.47, 4.36, 4.80)  -0.470
C (2.83, 4.73, 3.51)  -0.857
C (2.55, 3.89, 2.45)  -0.386
C (0.56, 2.77, 0.30)  0.569
C (0.81, 3.04, -1.04)  -0.511
C (0.00, 3.94, -1.72)  -0.633
C (-1.07, 4.54, -1.08)  -0.680
C (-1.34, 4.26, 0.25)  -0.770
C (-0.53, 3.38, 0.93)  -0.698
C (3.50, 0.77, -0.37)  0.215
C (4.84, 0.58, -0.73)  -1.052
C (5.14, -0.34, -1.71)  -0.410
C (4.10, -1.06, -2.30)  -0.910
C (2.82, -0.81, -1.87)  -0.338
N (2.51, 0.08, -0.94)  0.362
H (3.84, 2.12, 1.11)  0.346
H (1.01, 1.38, 4.13)  0.216
H (1.51, 2.89, 6.02)  0.456
H (2.70, 5.02, 5.62)  0.389
H (3.32, 5.68, 3.33)  0.408
H (2.80, 4.18, 1.44)  0.396
H (1.62, 2.55, -1.54)  0.336
H (0.21, 4.16, -2.76)  0.470
H (-1.70, 5.24, -1.62)  0.437
H (-2.21, 4.67, 0.74)  0.559
H (-0.74, 3.16, 1.97)  0.437
H (5.62, 1.16, -0.25)  0.463
H (6.16, -0.51, -2.02)  0.416
H (4.30, -1.79, -3.07)  0.451
H (1.97, -1.34, -2.29)  0.369
C (-0.74, -6.24, 0.27)  -1.132
N (0.27, -5.77, 1.19)  0.045
C (1.38, -6.67, 1.38)  -1.040
C (0.40, -4.43, 1.42)  0.398
N (-0.22, -3.51, 0.79)  -0.235
N (1.20, -4.11, 2.51)  -0.066
C (1.83, -2.90, 2.71)  0.363
N (2.00, -2.58, 4.02)  -0.570
N (2.34, -2.28, 1.71)  -0.589
H (-0.90, -7.30, 0.47)  0.316
H (-0.44, -6.14, -0.78)  0.351
H (-1.67, -5.72, 0.43)  0.408
H (1.04, -7.58, 1.89)  0.327
H (2.16, -6.19, 1.97)  0.361
H (1.81, -6.95, 0.41)  0.338
H (-0.76, -3.81, -0.02)  0.099
H (0.99, -4.64, 3.34)  0.283
H (1.30, -2.91, 4.66)  0.250
H (2.25, -1.61, 4.19)  0.216
H (2.85, -1.45, 2.01)  0.148
N (-1.29, -2.29, -1.65)  -0.395
C (-1.63, -1.92, -2.69)  0.247
N (-1.97, -1.56, -3.89)  0.052
C (-3.34, -1.55, -4.33)  -0.877
C (-3.86, -0.11, -4.44)  -0.524
C (-2.76, 0.82, -4.99)  -0.401
C (-1.68, 0.03, -5.72)  -0.818
C (-0.98, -0.92, -4.75)  -0.532
H (-3.95, -2.13, -3.62)  0.483
H (-3.39, -2.06, -5.30)  0.330
H (-4.18, 0.24, -3.46)  0.201
H (-4.73, -0.11, -5.10)  0.396
H (-2.30, 1.37, -4.17)  0.144
H (-3.21, 1.55, -5.67)  0.392
H (-0.94, 0.70, -6.15)  0.397
H (-2.13, -0.54, -6.55)  0.349
H (-0.28, -0.37, -4.12)  0.307
H (-0.42, -1.69, -5.29)  0.252